No. 1
Molecular formula: C34H57N3O2RhSi
Method: DFT, the ωB97M-V functional and the def2-TZVPD basis

LUMO level (spin up / spin down) (eV): -2.00 / -4.60
E (eV): -55623.53833
Kohn-Sham gap (spin up / spin down) (eV): 7.218 / 5.719
ΔE to the lowest compared entry with this formula, charge and spin (kcal per mole): 0.0
Maximum force (eV/Å): 6.29
HOMO energy (spin up / spin down) (eV): -9.2146 / -10.3154

ORCA input file:
```
! wB97M-V def2-TZVPD RIJCOSX def2/J DEFGRID3
* xyz 1 5
O -1.79438 1.89959 -1.36191
O -1.10011 0.63186 -3.91091
C -3.27205 1.63449 -1.25915
C -3.79112 2.46804 -0.12648
H -3.36592 0.55897 -1.09115
H -3.67871 1.88593 -2.24456
H -3.20578 2.28905 0.78224
H -4.82496 2.18812 0.06638
H -3.77372 3.53159 -0.37470
C -1.27437 3.21961 -1.94316
C -2.12829 3.65777 -3.08192
H -0.23621 3.01064 -2.21617
H -1.28963 3.85517 -1.05872
H -2.01024 2.95685 -3.91410
H -1.84163 4.64625 -3.45063
H -3.18426 3.72614 -2.80647
C 0.24736 0.79728 -4.36316
C -1.88965 -0.39050 -4.50830
C 0.34267 1.98673 -5.28783
H 0.59653 -0.12104 -4.85434
H 0.85560 0.97238 -3.46167
H -0.25020 1.82433 -6.19800
H 1.38015 2.12953 -5.60134
H 0.00720 2.90706 -4.79040
C -2.36854 0.00177 -5.88726
H -2.73977 -0.53327 -3.82825
H -1.31161 -1.32246 -4.53869
H -2.87001 0.97904 -5.87898
H -3.08428 -0.73899 -6.24888
H -1.54075 0.02015 -6.60673
H -1.26366 1.05592 -1.50805
N -0.06056 -0.65778 2.81188
C 0.56304 -1.63598 3.46326
C 1.69721 -2.29690 2.96064
C 2.60383 -1.83298 2.00058
C -0.00964 -2.09386 4.78620
H -1.06344 -2.40576 4.69379
H 0.04189 -1.30719 5.55505
H 0.56975 -2.96109 5.12681
C 3.84927 -2.62798 1.68223
H 4.76193 -2.12155 2.03623
H 3.94340 -2.79123 0.59500
H 3.79159 -3.60556 2.17457
N 2.42105 -0.67210 1.35779
C -1.10711 0.12205 3.40205
C -2.46698 -0.16713 3.09683
C -2.84361 -1.25555 2.14212
C -3.48609 0.57155 3.70216
H -4.52031 0.31970 3.44840
C -3.18238 1.57805 4.62104
H -3.98024 2.12961 5.11971
C -1.85297 1.87152 4.91176
H -1.56594 2.63431 5.63167
C -0.81401 1.15826 4.32465
C 0.58458 1.52892 4.69583
C 3.49708 0.09798 0.83821
C 3.73749 0.17431 -0.55319
C 2.81822 -0.49510 -1.51713
C 4.84631 0.87504 -1.02617
H 5.00956 0.91122 -2.09845
C 5.73672 1.48128 -0.14619
H 6.59619 2.03148 -0.52062
C 5.49575 1.42234 1.22643
H 6.18878 1.89119 1.93184
C 4.40241 0.72676 1.73430
C 4.22161 0.62005 3.21344
Rh 0.41031 -0.49803 0.73117
H -3.31824 -0.84911 1.23455
H -3.56147 -1.95874 2.59597
H -1.95070 -1.80899 1.83474
H 1.19822 0.65953 4.95085
H 0.57218 2.18014 5.57671
H 1.07549 2.08401 3.88858
H 2.87276 0.01844 -2.48694
H 1.77529 -0.42899 -1.14197
H 3.06285 -1.55880 -1.67453
H 3.22795 0.93350 3.55750
H 4.96369 1.25396 3.70971
H 4.39699 -0.40467 3.56613
H 1.98029 -3.21398 3.47359
C -0.77407 -0.77776 -0.81616
Si -0.77342 -2.65950 -0.94543
H -1.76273 -0.37394 -0.57378
H -0.35526 -0.37237 -1.75167
C -2.53819 -3.11780 -1.46109
C -0.33520 -3.72714 0.52420
C 0.52130 -3.08197 -2.24199
H 0.61408 -2.29693 -3.00684
H 0.22217 -4.02474 -2.72588
H 1.49857 -3.23127 -1.75462
H -3.26880 -2.72366 -0.73582
H -2.61663 -4.21663 -1.47027
H -2.78623 -2.73595 -2.46357
H -0.81195 -3.43067 1.46765
H 0.75656 -3.74372 0.66928
H -0.67589 -4.74472 0.26916
N 0.31188 2.53712 0.70739
C 0.30420 1.36751 0.62399
*
```

No. 2
Molecular formula: C6H10O
Method: DFT, the ωB97M-V functional and the def2-TZVPD basis

LUMO level (eV): 1.15
SMILES: C[C@H]1CC=CCO1
E (eV): -8430.32959
Kohn-Sham gap (eV): 10.137
ΔE to the lowest compared entry with this formula, charge and spin (kcal per mole): 21.0
Maximum force (eV/Å): 1.49
HOMO energy (eV): -8.9885

ORCA input file:
```
! wB97M-V def2-TZVPD RIJCOSX def2/J DEFGRID3
* xyz 0 1
C 1.41653 -1.25700 -1.17521
C 0.55547 -0.38812 -0.26860
C -0.02634 0.86773 -0.92005
C -0.63735 1.61899 0.23590
C -0.87671 0.93073 1.35852
C -1.12674 -0.56110 1.30493
O -0.52549 -1.18465 0.18868
H 2.12725 -0.65242 -1.74746
H 0.80822 -1.82226 -1.89701
H 1.97731 -1.98735 -0.58922
H 1.01200 0.02618 0.66993
H -0.71872 0.57870 -1.71945
H 0.76648 1.47682 -1.37688
H -0.70811 2.70093 0.20239
H -0.98569 1.41200 2.32277
H -0.84536 -1.09626 2.22344
H -2.21274 -0.66294 1.18732
*
```

No. 3
Molecular formula: C3H7N3
Method: DFT, the ωB97M-V functional and the def2-TZVPD basis

LUMO level (eV): 0.77
SMILES: [H]/N=C(\N)N1CC1
E (eV): -7691.23130
Kohn-Sham gap (eV): 10.254
ΔE to the lowest compared entry with this formula, charge and spin (kcal per mole): 79.5
Maximum force (eV/Å): 4.71
HOMO energy (eV): -9.4849

ORCA input file:
```
! wB97M-V def2-TZVPD RIJCOSX def2/J DEFGRID3
* xyz 0 1
H 2.75010 -0.51440 0.19862
N 1.88784 -1.21810 -0.03923
C 0.94397 -0.36756 0.02881
N 1.11535 1.01624 0.07407
N -0.33291 -1.04871 -0.02462
C -1.07386 -0.09238 0.88412
C -1.57804 -0.18721 -0.59636
H 1.92506 1.29283 -0.52258
H 0.21466 1.36317 -0.47644
H -1.72558 -0.76973 1.40782
H -0.48692 0.84911 1.24461
H -2.37353 -0.89877 -0.79071
H -1.26612 0.57551 -1.38812
*
```

No. 4
Molecular formula: C3H6LiO5Tl
Method: DFT, the ωB97M-V functional and the def2-TZVPD basis

LUMO level (spin up / spin down) (eV): 2.21 / 2.46
E (eV): -18344.94320
Kohn-Sham gap (spin up / spin down) (eV): 3.530 / 7.385
ΔE to the lowest compared entry with this formula, charge and spin (kcal per mole): 0.0
Maximum force (eV/Å): 3.64
HOMO energy (spin up / spin down) (eV): -1.3215 / -4.9249

ORCA input file:
```
! wB97M-V def2-TZVPD RIJCOSX def2/J DEFGRID3
* xyz -1 2
H -2.35999 1.59391 -0.84676
C -2.22507 1.03998 0.11118
C -0.79635 0.50151 0.11164
O 0.18338 1.47065 0.35183
Li -3.15575 -1.63717 -0.24112
O -3.13806 0.02873 0.26670
H -2.27740 1.80500 0.92010
H -0.63193 0.03811 -0.88723
H -0.75045 -0.28618 0.89621
C 2.73387 -0.72058 0.11955
O 2.12655 -1.80335 -0.10175
O 3.49374 -0.22417 -0.89684
H 2.91322 -0.03361 -1.64099
Tl 0.09776 -2.74154 -0.41559
O 2.88131 -0.14481 1.22870
H 0.90517 1.11352 1.02436
*
```

Q: Among the records above, which one has the highest ΔE to the lowest compared entry with this formula, charge and spin?
A: C3H7N3